(1)
81
Properties=species:S:1:pos:R:3:forces:R:3 method="wB97M-V/def2-TZVPD" charge=-1 max_force_ha_per_bohr=0.0114 e_homo_ha="-0.159 / -0.181" s2=6.065 spin_multiplicity=5
Ir -0.268 0.224 -3.155 0.25 -0.08 -0.29
S 1.845 1.868 -6.897 -0.01 0.01 0.03
S -0.445 0.597 -5.450 0.07 -0.03 0.14
S 1.964 1.163 -3.991 -0.19 -0.11 0.02
O -0.659 2.111 -2.678 0.03 0.14 0.13
O -2.278 -1.424 -1.133 0.02 0.03 0.09
N 1.163 -5.259 -0.863 0.02 -0.23 -0.54
N 0.573 -4.052 -2.933 0.02 -0.44 -0.28
N 0.163 -1.704 -3.416 -0.14 -0.19 0.20
N -0.077 0.138 -1.126 0.03 0.03 0.02
C 0.366 -2.816 -3.120 -0.02 0.43 0.09
C 0.999 -2.771 0.904 0.04 0.19 0.07
C -0.087 3.952 0.367 -0.03 0.00 0.02
C 2.025 2.684 3.005 0.01 -0.01 0.00
C 0.276 4.995 -3.021 -0.01 0.00 -0.01
C 2.103 -4.659 2.176 0.01 -0.11 0.05
C 0.240 1.619 0.810 -0.05 -0.04 0.05
C 0.239 2.912 1.269 0.03 0.05 -0.01
C -2.278 -5.421 0.714 -0.02 -0.04 0.00
C -0.380 2.445 3.650 -0.01 -0.01 0.01
C 1.004 -1.507 0.282 0.16 -0.15 -0.02
C 2.264 -3.255 1.594 -0.03 -0.05 -0.02
C -3.704 -3.383 0.754 0.00 -0.01 -0.04
C 0.884 -4.650 -1.811 0.11 -0.02 0.04
C 0.601 3.186 2.731 -0.04 0.03 -0.01
C 2.620 -2.279 2.726 0.00 0.01 -0.01
C -0.777 4.896 -1.905 0.03 -0.01 0.02
C 1.164 1.258 -5.527 0.06 0.08 -0.14
C 0.547 4.675 3.077 0.00 0.01 0.01
C -0.031 1.352 -0.546 -0.10 0.04 0.08
C -0.818 6.237 -1.169 0.01 0.03 -0.01
C -1.291 -3.170 0.152 0.05 0.12 0.13
C -0.087 -1.058 -0.398 0.07 0.07 -0.01
C -2.167 4.659 -2.519 -0.01 0.01 0.03
C -2.857 -4.323 -1.427 0.00 -0.02 -0.02
C -1.302 -1.862 -0.501 -0.14 -0.10 0.08
C -0.412 3.751 -0.961 0.03 -0.03 0.02
C -0.161 -3.557 0.831 -0.31 0.15 0.11
C 3.406 -3.295 0.566 0.07 -0.02 -0.04
C -2.517 -4.062 0.050 -0.01 -0.02 0.02
C -0.366 2.420 -1.435 -0.08 0.04 -0.15
H -1.413 -5.930 0.283 -0.02 0.01 0.00
H 2.854 -1.284 2.342 -0.01 0.01 -0.01
H 2.748 3.209 2.377 0.00 0.00 0.00
H 0.335 4.078 -3.603 -0.01 -0.02 0.00
H -3.155 -6.050 0.549 -0.01 0.00 0.02
H -4.575 -4.042 0.719 0.00 0.00 0.00
H -1.150 7.010 -1.864 0.02 0.01 0.00
H 0.459 0.794 1.476 0.01 0.01 -0.06
H -2.132 -5.331 1.793 0.02 0.01 -0.02
H 3.171 -3.997 -0.235 0.03 0.04 0.09
H -0.094 4.964 0.740 0.02 -0.01 0.00
H -0.320 1.365 3.511 0.00 0.00 -0.01
H -0.454 5.087 2.938 -0.01 0.00 0.00
H 0.821 4.811 4.125 0.00 0.00 0.00
H 1.862 -5.383 1.396 0.03 0.09 0.07
H -2.185 3.765 -3.135 0.00 -0.02 0.00
H -0.137 -4.534 1.285 -0.01 0.08 -0.01
H -3.049 -3.397 -1.965 0.00 -0.03 0.02
H -3.469 -3.186 1.803 0.00 -0.01 -0.01
H 3.496 -2.643 3.267 0.01 0.01 -0.01
H -1.517 6.222 -0.329 -0.02 0.00 -0.02
H -1.407 2.752 3.446 0.00 0.01 0.00
H 2.117 1.617 2.799 0.00 0.00 0.01
H -2.038 -4.852 -1.918 0.01 0.00 -0.01
H 0.020 5.815 -3.697 0.00 0.01 0.00
H 0.166 6.528 -0.796 0.00 -0.02 0.01
H 3.044 -4.960 2.640 0.01 0.01 0.03
H 1.327 -4.693 2.944 0.01 0.02 0.03
H -2.437 5.515 -3.143 0.00 0.00 -0.01
H -2.922 4.559 -1.735 0.01 0.01 0.00
H -0.155 2.663 4.697 0.01 0.00 0.00
H 1.244 5.257 2.472 0.01 -0.01 0.00
H 3.592 -2.317 0.122 0.01 0.03 0.02
H 1.899 -0.896 0.287 -0.02 -0.01 0.01
H 2.291 2.852 4.052 0.00 0.01 0.00
H 1.795 -2.183 3.435 0.00 -0.02 0.01
H 4.326 -3.621 1.057 0.01 0.01 0.01
H -3.748 -4.953 -1.481 -0.01 -0.01 -0.01
H 1.263 5.195 -2.599 0.00 0.00 0.00
H -3.959 -2.443 0.270 0.00 0.03 -0.02


(2)
80
Properties=species:S:1:pos:R:3:forces:R:3 method="wB97M-V/def2-TZVPD" max_force_ha_per_bohr=0.0516 e_homo_ha="-0.237 / -0.232" s2=12.676 spin_multiplicity=7
Tb -8.651 -11.969 11.814 0.13 0.99 -0.67
S -6.630 -13.687 10.639 0.26 0.52 0.11
S -6.609 -11.822 13.416 1.02 -0.41 -0.18
S -9.643 -9.652 12.624 -0.24 0.27 0.15
S -10.537 -12.531 13.892 -0.41 0.23 0.25
Si -9.008 -10.536 9.084 0.25 -0.37 -0.41
N -9.465 -18.140 14.949 -0.57 0.58 0.35
N -10.620 -18.638 14.434 -0.26 0.06 -0.17
N -9.711 -14.100 11.456 0.02 -2.47 0.16
C -4.387 -13.325 14.014 -0.64 -0.40 -1.85
C -12.178 -8.847 13.326 0.36 -0.74 0.41
C -11.007 -14.306 11.749 -1.17 0.78 -0.50
C -11.884 -15.043 10.893 0.93 -0.11 1.27
C -10.833 -10.050 9.074 -0.34 -0.85 0.78
C -13.571 -9.965 14.892 -1.46 -1.71 0.75
C -9.835 -17.435 16.035 -1.79 -1.74 -0.90
C -11.239 -17.530 16.292 -0.23 -0.22 -1.81
C -6.971 -8.884 10.200 -1.18 -1.59 0.60
C -7.304 -8.516 7.732 1.76 -0.77 -1.36
C -9.843 -10.750 6.276 0.40 0.94 -1.32
C -9.568 -12.865 7.488 0.29 0.06 -0.51
C -11.205 -9.885 13.383 -0.89 -0.37 0.25
C -11.711 -18.288 15.184 0.79 0.48 1.25
C -13.372 -8.931 14.035 0.47 1.27 -0.49
C -3.501 -14.394 13.832 0.42 1.58 1.48
C -3.532 -15.200 12.734 -0.39 -0.87 -0.66
C -8.926 -7.607 9.207 -0.31 -0.29 0.48
C -7.607 -15.211 10.552 0.10 -0.04 0.12
C -9.889 -15.734 9.710 -0.53 -0.24 0.55
C -12.728 -11.078 14.895 0.90 0.93 -1.02
C -11.640 -13.639 12.971 -1.25 0.47 -0.92
C -5.379 -13.064 13.027 -0.12 -1.04 0.32
C -11.265 -15.801 9.941 -0.92 -0.18 -1.35
C -11.566 -11.086 14.080 -0.84 1.22 0.17
C -7.467 -11.539 6.877 -0.45 -1.24 0.09
C -7.970 -8.814 9.032 -1.46 -0.03 0.43
C -8.965 -11.477 7.277 0.47 0.70 1.76
C -5.418 -13.958 11.910 -0.07 0.18 1.07
C -9.116 -14.962 10.535 -0.07 0.40 0.77
C -4.527 -15.037 11.799 -0.63 0.92 -1.46
H -2.815 -15.983 12.586 0.29 -0.25 0.12
H -7.493 -8.996 11.191 0.26 0.47 -0.84
H -4.583 -15.623 10.857 0.19 0.21 0.89
H -6.377 -9.812 10.169 0.17 0.35 -0.34
H -10.902 -11.064 6.322 0.48 0.27 0.04
H -11.958 -7.968 12.755 0.15 0.22 -0.31
H -12.602 -13.147 12.628 1.31 0.11 0.30
H -6.602 -9.349 7.407 -0.83 1.33 0.23
H -11.836 -17.003 17.071 0.66 -0.80 -0.82
H -11.390 -10.917 8.680 -0.06 0.28 0.27
H -7.255 -12.528 6.423 -0.02 0.37 -0.22
H -9.445 -16.329 8.941 0.25 -0.32 -0.18
H -8.394 -6.652 9.244 0.34 0.00 -0.24
H -7.269 -15.936 11.352 -0.67 0.94 -0.67
H -14.144 -8.150 13.990 0.58 -0.20 -0.17
H -14.533 -10.005 15.450 0.98 -0.05 -0.24
H -12.703 -18.664 14.974 0.15 0.13 -0.15
H -10.614 -19.161 13.518 0.10 0.95 1.85
H -6.834 -11.528 7.778 0.00 0.21 -0.26
H -11.241 -9.748 10.048 0.09 -0.16 -0.20
H -9.551 -13.442 6.555 -0.36 0.09 -0.17
H -12.974 -15.116 11.036 0.80 0.19 0.22
H -7.168 -10.748 6.190 -0.05 -0.18 0.08
H -9.675 -7.539 8.391 0.40 -0.08 0.50
H -9.473 -10.927 5.235 -0.39 -0.22 0.49
H -12.059 -14.357 13.672 0.45 -0.59 -0.07
H -2.703 -14.524 14.560 -0.19 -0.07 -0.02
H -6.336 -8.038 10.241 0.81 0.99 0.09
H -7.982 -8.221 6.913 -0.08 -0.75 0.22
H -9.426 -7.656 10.171 -0.43 -0.12 0.07
H -11.924 -16.439 9.330 0.66 0.30 0.11
H -10.570 -12.784 7.887 -0.54 0.00 -0.21
H -9.780 -9.635 6.354 -0.21 -0.80 0.19
H -10.978 -9.247 8.399 -0.35 0.88 -0.79
H -6.720 -7.603 7.819 0.53 0.21 0.29
H -7.319 -15.631 9.590 -0.25 -0.35 0.03
H -9.154 -17.019 16.713 1.15 0.59 0.33
H -9.076 -13.507 8.189 0.87 -0.12 0.65
H -4.392 -12.634 14.831 0.36 -0.07 0.55
H -13.012 -11.892 15.512 0.07 -0.87 0.39


(3)
78
Properties=species:S:1:pos:R:3:forces:R:3 method="wB97M-V/def2-TZVPD" charge=+1 max_force_ha_per_bohr=0.0540 e_homo_ha=-0.399
Si -2.670 -1.379 2.363 0.22 -0.57 -0.59
Si -0.877 -3.815 -0.539 0.89 0.19 0.08
O -0.735 -2.088 -0.749 0.25 -0.77 0.21
O -1.450 -2.151 1.406 -0.11 0.94 -0.22
O 4.516 -0.412 -1.240 -0.53 -0.15 0.49
O 3.582 -2.425 -0.852 -0.27 1.59 0.13
N -1.047 -1.274 0.320 -0.53 0.16 0.55
C 0.045 0.749 1.136 -0.14 -2.74 0.41
C 4.118 2.780 -1.864 -0.37 -0.22 -0.38
C 0.298 -4.299 -1.925 -0.44 0.02 -0.36
C 3.251 2.219 -2.815 0.43 0.17 0.02
C -0.103 -4.633 0.969 -0.03 -0.24 0.11
C 1.442 -1.256 0.598 0.05 -0.37 0.37
C 1.799 4.623 1.729 0.14 -0.35 -0.77
C -1.065 0.901 -2.138 -0.05 0.27 -0.43
C -3.175 0.156 1.410 -0.37 0.35 -0.10
C 0.038 2.686 -0.820 -0.70 0.74 -1.13
C -2.195 0.392 -2.771 0.22 -0.06 0.08
C 1.870 2.189 -2.618 -0.04 0.03 0.06
C 3.605 3.402 -0.719 -0.62 0.26 0.44
C -3.423 1.058 -2.675 0.37 0.20 0.04
C -2.380 2.798 -1.351 -0.01 -0.19 -0.05
C 0.069 3.522 0.366 1.25 0.57 0.77
C 2.236 3.397 -0.517 0.28 -0.89 -1.11
C 2.365 -0.400 -0.236 0.51 -0.08 -0.32
C -1.923 -1.114 4.047 -0.08 0.15 0.15
C 3.527 -1.206 -0.796 -0.17 -0.99 0.08
C -0.490 4.436 2.525 0.20 0.16 0.02
C 0.834 4.860 2.718 -0.62 -0.17 -0.15
C 0.121 -0.564 0.750 0.77 1.48 0.12
C -3.501 2.272 -1.984 0.09 0.09 0.09
C 1.353 2.708 -1.424 1.03 0.23 0.83
C 1.435 3.924 0.585 -1.30 0.21 0.94
C -1.141 2.120 -1.433 -0.07 -0.17 0.16
C -0.888 3.801 1.340 0.20 -0.03 -0.09
C 5.647 -1.153 -1.670 0.62 -0.14 -0.44
C -4.068 -2.602 2.457 -0.12 0.07 0.22
C -2.681 -4.215 -0.701 -0.25 -0.30 -0.31
H 2.752 0.455 0.347 -0.06 -0.28 -0.44
H 1.892 -1.428 1.591 -0.22 -0.03 -0.32
H 0.585 -3.980 1.524 -0.20 -0.19 -0.16
H -0.922 1.145 1.415 0.23 0.33 -0.34
H 5.436 -1.594 -2.648 0.19 -0.01 0.13
H -0.015 -3.868 -2.884 0.10 -0.14 0.05
H -2.419 3.759 -0.838 -0.12 -0.26 -0.26
H 1.108 5.374 3.644 -0.10 -0.22 -0.37
H 0.967 1.225 1.462 -0.31 0.05 0.05
H -0.975 -0.562 3.998 -0.20 -0.10 -0.01
H 1.313 -3.928 -1.714 -0.29 -0.10 0.09
H -2.091 -0.520 -3.358 -0.17 0.15 0.28
H 1.296 -2.230 0.116 0.22 0.38 0.20
H -3.166 -3.523 -1.402 0.08 -0.16 0.10
H 0.351 -5.392 -2.039 -0.01 0.29 0.01
H -4.883 -2.106 3.006 0.04 -0.27 -0.10
H 6.462 -0.436 -1.730 0.01 -0.09 -0.09
H 5.881 -1.949 -0.961 0.01 0.14 -0.12
H -1.730 -2.091 4.514 -0.02 0.25 -0.10
H -2.793 -5.233 -1.101 -0.07 0.20 0.07
H -1.223 4.588 3.315 0.17 0.08 -0.23
H 2.829 4.961 1.838 -0.24 -0.09 0.18
H -1.922 3.508 1.178 0.16 -0.05 0.30
H -4.443 2.819 -1.960 0.24 -0.15 0.06
H -4.255 0.112 1.190 0.29 0.10 0.15
H 1.230 1.785 -3.401 0.08 0.00 0.28
H -0.103 0.382 -2.197 -0.54 0.03 0.09
H 5.197 2.747 -2.026 -0.36 0.02 0.01
H 1.792 0.001 -1.087 0.37 -0.06 0.17
H -4.443 -2.905 1.471 0.05 0.19 0.22
H -2.631 0.232 0.449 -0.45 -0.08 0.62
H 4.235 3.877 0.034 0.07 -0.14 -0.37
H -2.979 1.063 2.001 -0.18 -0.09 -0.12
H -0.879 -4.988 1.662 0.20 0.21 -0.09
H 0.464 -5.523 0.636 -0.18 0.39 0.11
H 3.675 1.797 -3.729 -0.19 0.13 0.33
H -2.614 -0.558 4.700 0.20 -0.16 -0.13
H -4.314 0.657 -3.160 0.31 0.08 0.12
H -3.224 -4.171 0.252 0.31 0.00 -0.21
H -3.781 -3.505 3.012 -0.08 0.19 -0.10